[1]
Computed, not measured: a 3-piece molecular cluster, C4H14N2 overall at a distorted geometry, with the ωB97M-V functional and the def2-TZVPD basis.

```
20
Properties=species:S:1:pos:R:3
C 0.594 1.991 1.272
N 0.492 2.535 0.115
H 1.199 2.508 2.009
H -0.038 1.188 1.660
H -0.254 2.143 -0.460
C -2.060 -0.245 -0.805
C -0.767 -0.969 -1.167
C -0.378 -1.996 -0.108
H -2.319 0.491 -1.564
H -2.885 -0.951 -0.723
H -1.961 0.266 0.152
H -0.890 -1.469 -2.131
H 0.039 -0.239 -1.279
H -0.199 -1.511 0.851
H -1.173 -2.729 0.025
H 0.528 -2.529 -0.396
N 2.341 0.438 0.789
H 2.496 1.229 0.120
H 2.088 -0.392 0.267
H 3.148 0.243 1.374
```

Values from the calculation:
Kohn-Sham gap = 0.3859 Eh
DFT total energy = -270.262202 a.u.
SMILES = C=N.CCC.N



[2]
Computed, not measured: C3H8N4O as an isolated structure at a distorted geometry, with the ωB97M-V functional and the def2-TZVPD basis.

```
16
Properties=species:S:1:pos:R:3
C 1.269 0.347 -0.265
C 0.368 0.681 1.017
C -1.404 -0.598 1.360
H 2.488 -0.227 -2.503
H 2.158 1.579 -2.890
H -0.012 0.500 -1.928
H 0.514 -0.253 1.647
H 0.679 1.714 1.471
H -0.760 -1.807 1.670
H -3.891 -0.501 0.889
H -2.953 -2.099 1.620
N 1.822 0.590 -2.754
N 0.948 0.658 -1.562
N -1.040 0.602 0.816
N -2.676 -1.058 1.266
O 2.490 -0.129 0.146
```

Values from the calculation:
Kohn-Sham gap = 0.3220 Eh
DFT total energy = -413.144309 a.u.



[3]
Computed, not measured: one molecule with the formula C19H16ClN3O, with the ωB97M-V functional and the def2-TZVPD basis.

```
40
Properties=species:S:1:pos:R:3
C 4.635 4.546 -0.249
C 3.778 3.358 0.061
C 2.412 3.531 0.334
C 1.614 2.443 0.622
N 0.265 2.592 0.809
C 2.229 1.153 0.631
C 1.539 -0.039 0.909
C 2.177 -1.258 0.852
N 1.499 -2.457 1.082
C 0.185 -2.766 0.847
O -0.292 -3.791 1.293
C -0.557 -1.820 -0.011
C -1.884 -1.693 0.085
C -2.700 -0.780 -0.698
C -2.155 0.364 -1.288
C -2.937 1.243 -2.011
C -4.293 1.001 -2.164
C -4.861 -0.120 -1.587
C -4.074 -0.996 -0.859
Cl -4.827 -2.393 -0.170
C 3.561 -1.307 0.586
C 4.260 -0.162 0.344
C 3.619 1.096 0.341
N 4.360 2.184 0.066
H 5.652 4.218 -0.437
H 4.630 5.243 0.588
H 4.255 5.067 -1.126
H 1.985 4.524 0.313
H -0.236 1.867 1.292
H -0.065 3.528 0.977
H 0.494 -0.012 1.180
H 2.033 -3.203 1.510
H 0.023 -1.277 -0.743
H -2.401 -2.311 0.807
H -1.104 0.573 -1.161
H -2.489 2.120 -2.453
H -4.910 1.684 -2.728
H -5.916 -0.321 -1.697
H 4.056 -2.268 0.574
H 5.319 -0.183 0.138
```

Values from the calculation:
Kohn-Sham gap = 0.2928 Eh
DFT total energy = -1433.371898 a.u.
SMILES = Cc1cc(N)c2cc(NC(=O)/C=C/c3ccccc3Cl)ccc2n1